# 1
Density functional theory data (ωB97M-V/def2-TZVPD) for a 5-piece molecular cluster, C8H28NO7 overall.

Results
Energy relative to the best compared isomer or geometry (same formula, charge and spin)   0.0 kcal/mol
E   -902.80031 Ha
Orbital gap   10.831 eV
E_HOMO   -0.4807 hartree
Total charge   +1
2S+1   1

Positions of all 44 atoms, in Å:
N: -22.37298 -15.88467 -14.55962
H: -22.43120 -16.23885 -15.53000
H: -23.07806 -15.15048 -14.41570
H: -21.43335 -15.45563 -14.41866
H: -22.45528 -16.64770 -13.88286
C: -18.92970 -16.64762 -15.56019
C: -18.61504 -15.57082 -14.56920
O: -19.78942 -14.76484 -14.36426
H: -18.01653 -17.19175 -15.80026
H: -19.29422 -16.22515 -16.50161
H: -19.70465 -17.32173 -15.19446
H: -17.78841 -14.94449 -14.91362
H: -18.30139 -16.00908 -13.61391
H: -19.62093 -14.15053 -13.64240
C: -22.94406 -18.15894 -17.62193
C: -23.71751 -18.01016 -18.92208
O: -24.27604 -19.25628 -19.32108
O: -22.34756 -16.91266 -17.21078
H: -22.14705 -18.89824 -17.75984
H: -23.59172 -18.50560 -16.81696
H: -23.04674 -17.61566 -19.69583
H: -24.55454 -17.32316 -18.79189
H: -23.62140 -19.74701 -19.82648
H: -22.38679 -16.28489 -17.94019
C: -21.38098 -19.27382 -13.04422
C: -22.20784 -19.37319 -14.29190
O: -23.44153 -18.68305 -14.19326
O: -21.21894 -17.86863 -12.77601
H: -20.40954 -19.73389 -13.23997
H: -21.85782 -19.75722 -12.18736
H: -22.34844 -20.42867 -14.55298
H: -21.64381 -18.90162 -15.09806
H: -23.95864 -19.07852 -13.48307
H: -20.54028 -17.73107 -12.10910
C: -24.81574 -13.29748 -13.44372
C: -24.77561 -14.50700 -12.56426
O: -23.41574 -14.74286 -12.17843
O: -24.01569 -13.49053 -14.63222
H: -24.44573 -12.43112 -12.88724
H: -25.85568 -13.10634 -13.72288
H: -25.18692 -15.38491 -13.07673
H: -25.38348 -14.27902 -11.68544
H: -23.41081 -15.39949 -11.47510
H: -24.19232 -12.72913 -15.19242

# 2
Density functional theory data (ωB97M-V/def2-TZVPD) for a 6-piece molecular cluster, C8H28O6 overall.

Results
Energy relative to the best compared isomer or geometry (same formula, charge and spin)   31.9 kcal/mol
E   -772.94339 Ha
Orbital gap   9.764 eV
E_HOMO   -0.3487 hartree
2S+1   1

Positions of all 42 atoms, in Å:
C: 1.05961 3.50946 1.45346
C: 1.11712 3.02613 2.87858
O: 1.32099 1.59681 2.92099
H: 1.94015 3.18159 0.90111
H: 1.04834 4.60402 1.50742
H: 0.16178 3.26068 0.89004
H: 0.15526 3.22577 3.36719
H: 1.87133 3.54865 3.46719
H: 1.78392 1.39778 3.74067
C: -1.55087 1.68844 -3.22946
C: -0.90961 1.51885 -1.86286
O: -1.85458 1.22614 -0.87132
H: -2.00889 0.75999 -3.57521
H: -0.86001 2.00460 -4.00970
H: -2.34074 2.44542 -3.18498
H: -0.28502 2.38829 -1.63626
H: -0.18257 0.70272 -1.99667
H: -1.33500 1.13328 -0.04092
C: -4.62855 -0.18177 -1.60185
O: -3.77562 -0.93545 -0.79708
H: -4.88893 0.80065 -1.19039
H: -4.21281 0.01657 -2.59929
H: -5.58411 -0.67064 -1.79863
H: -2.94215 -0.44419 -0.73356
C: -0.50642 -1.00583 1.09651
O: -0.70348 0.34214 1.45691
H: 0.41177 -1.44791 1.49291
H: -1.32517 -1.64635 1.43523
H: -0.45349 -1.11086 0.01158
H: -0.11843 0.59527 2.19069
C: 3.85894 -1.49028 0.42015
O: 3.98073 -2.91212 0.45492
H: 4.36020 -1.03666 -0.43145
H: 2.79475 -1.24203 0.37446
H: 4.14707 -1.06470 1.38713
H: 4.92304 -3.09408 0.52569
C: 0.52859 -4.14814 -0.36126
O: 1.83284 -4.32399 -0.94630
H: -0.07524 -5.02255 -0.59645
H: 0.63350 -4.21289 0.72629
H: 0.15536 -3.21517 -0.77406
H: 2.45640 -3.76767 -0.46143

# 3
Density functional theory data (ωB97M-V/def2-TZVPD) for a 6-piece molecular cluster, C8H30N9O6 overall.

Results
Energy relative to the best compared isomer or geometry (same formula, charge and spin)   0.0 kcal/mol
E   -1266.94557 Ha
Orbital gap   10.048 eV
E_HOMO   -0.4346 hartree
Total charge   +1
2S+1   1

Positions of all 53 atoms, in Å:
O: 0.27347 -0.44369 0.59622
H: -0.51695 -0.23066 1.09767
H: 0.03907 -0.62741 -0.31641
H: 0.88535 0.28525 0.72209
C: 1.29943 2.35918 2.63038
O: 1.02988 1.76672 1.51995
N: 0.47580 2.27805 3.63280
N: 2.25591 3.24181 2.76759
H: -0.25319 1.58726 3.52568
H: 0.36881 3.05396 4.27047
H: 2.83202 3.19453 1.93937
H: 2.51114 3.36028 3.73760
C: 1.31108 2.07171 -2.44506
O: 1.68855 0.94866 -2.54221
N: 0.97027 2.63025 -1.26832
N: 1.30814 2.90206 -3.45988
H: 1.18574 2.12371 -0.42151
H: 0.82535 3.61865 -1.11946
H: 1.01582 3.84591 -3.25059
H: 1.39479 2.58118 -4.41362
C: 3.79795 -0.37431 -0.65305
O: 2.70607 -0.49712 -0.16701
N: 4.90925 -0.51656 -0.01752
N: 4.01285 -0.31120 -1.90238
H: 5.81144 -0.35113 -0.44036
H: 4.85440 -0.36020 0.97880
H: 4.97623 -0.21300 -2.18933
H: 3.24774 -0.05589 -2.51027
C: -2.78247 0.17986 3.17927
O: -1.70719 0.39628 2.62495
N: -3.69203 -0.65689 2.84408
N: -3.24212 0.74142 4.30420
H: -4.57575 -0.75913 3.32229
H: -3.57594 -1.25757 2.04045
H: -2.71082 1.41125 4.84192
H: -4.02357 0.26414 4.73039
C: -0.91194 -3.77755 -2.88782
C: -1.35648 -2.43069 -2.19023
C: -1.99482 -2.58447 -0.78063
O: -2.17027 -1.32611 -0.16614
C: -3.36867 -0.69684 -0.64128
N: -0.13386 -1.64480 -1.85409
H: 0.10963 -4.12632 -2.73662
H: -1.14749 -3.75864 -3.95189
H: -1.52996 -4.63708 -2.62829
H: -2.05852 -1.94293 -2.86650
H: -1.23608 -3.03686 -0.14208
H: -2.87274 -3.22922 -0.82122
H: -3.35165 -0.73961 -1.73031
H: -3.39031 0.34004 -0.30585
H: -4.31350 -1.11756 -0.29720
H: 0.23564 -1.22073 -2.69297
H: 0.58455 -2.25787 -1.49614

# 4
Density functional theory data (ωB97M-V/def2-TZVPD) for a 7-piece molecular cluster, C8H30O7 overall.

Results
Energy relative to the best compared isomer or geometry (same formula, charge and spin)   0.0 kcal/mol
E   -849.02866 Ha
<S²>   0.7546
Orbital gap (spin up / spin down)   8.652 / 2.113 eV
E_HOMO (spin up / spin down)   -0.4558 / -0.4557 hartree
Total charge   +1
2S+1   2

Positions of all 45 atoms, in Å:
C: -19.09990 1.77095 -1.47897
C: -20.12036 2.57490 -0.77288
O: -20.21890 3.86068 -1.31327
H: -19.19584 1.98254 -2.54392
H: -19.22524 0.69228 -1.38474
H: -18.10674 2.11496 -1.19023
H: -19.82814 2.60989 0.27664
H: -21.12829 2.16015 -0.76031
H: -20.61720 3.78821 -2.18373
C: -23.66545 2.64216 -2.38211
C: -23.42251 3.70124 -3.37688
O: -22.03812 3.85751 -3.35865
H: -22.90310 1.86329 -2.36561
H: -24.67614 2.26994 -2.54961
H: -23.63487 3.16704 -1.42729
H: -23.92023 4.62572 -3.08412
H: -23.68826 3.35337 -4.37512
H: -21.88851 4.39685 -4.13861
C: -21.00259 9.69457 -1.04301
C: -20.38338 9.56325 0.28217
O: -20.96054 10.54523 1.10399
H: -20.75092 8.86121 -1.69897
H: -20.58850 10.61344 -1.45810
H: -22.09088 9.69625 -0.98195
H: -19.29463 9.52347 0.31599
H: -20.54682 8.54844 0.64485
H: -20.26771 10.55455 1.76844
C: -25.24772 5.59847 -0.17436
C: -25.33892 7.02755 -0.64072
O: -24.45249 7.82841 0.08864
H: -24.24694 5.18878 -0.03770
H: -25.69759 5.07640 -1.01884
H: -25.93563 5.36095 0.63711
H: -26.34553 7.43511 -0.54721
H: -25.04857 7.15732 -1.68329
H: -23.64487 7.31911 -0.01121
O: -23.79448 5.49831 2.63988
H: -23.20918 5.35893 1.89542
H: -24.25354 4.66480 2.74358
O: -18.73266 6.21752 -0.10310
H: -18.77727 5.69110 -0.90130
H: -18.49029 7.09260 -0.40597
O: -21.62353 5.56150 0.51305
H: -20.77393 6.00154 0.48510
H: -21.61722 4.97905 -0.24651

# 5
Density functional theory data (ωB97M-V/def2-TZVPD) for a 7-piece molecular cluster, C8H30O8 overall.

Results
Energy relative to the best compared isomer or geometry (same formula, charge and spin)   140.6 kcal/mol
E   -924.50991 Ha
Orbital gap   10.186 eV
E_HOMO   -0.3582 hartree
2S+1   1

Positions of all 46 atoms, in Å:
C: 0.11366 0.86738 -1.28972
C: -0.43174 1.25017 0.21846
O: 0.02839 0.35110 1.23374
O: 1.49002 1.26736 -1.40107
H: -0.52169 1.20493 -2.10854
H: 0.10241 -0.22239 -1.30883
H: -1.49858 1.17376 0.00838
H: -0.16996 2.28455 0.44120
H: 0.84218 0.73929 1.56337
H: 2.00892 0.46060 -1.43944
C: -3.33427 -3.55205 6.35201
O: -3.30409 -2.98610 7.61457
H: -4.09155 -3.09556 5.71463
H: -2.32080 -3.49890 5.95434
H: -3.62489 -4.58115 6.56317
H: -4.25299 -2.97347 7.75952
C: -4.52286 -4.35768 -0.38001
O: -5.39311 -5.35084 0.18635
H: -4.84111 -3.71459 -1.20052
H: -4.33191 -3.60760 0.38747
H: -3.60529 -4.91959 -0.55440
H: -5.93356 -5.73927 -0.50548
C: 5.30402 -3.25457 -0.66860
O: 5.61816 -2.44849 -1.78779
H: 4.50482 -2.88061 -0.02865
H: 4.95681 -4.21835 -1.04101
H: 6.16674 -3.47402 -0.03959
H: 6.48994 -2.74614 -2.05800
C: -8.55140 2.17908 -0.85211
O: -9.07815 1.49667 -1.94329
H: -7.90672 3.01926 -1.11014
H: -9.33246 2.59834 -0.21786
H: -7.92888 1.62114 -0.15264
H: -8.49473 1.46492 -2.70500
C: 4.71104 5.31665 2.38908
O: 4.49049 4.14959 3.26335
H: 5.16515 6.19968 2.83870
H: 5.33122 4.86082 1.61727
H: 3.74983 5.63530 1.98579
H: 5.35150 3.90127 3.60774
C: 6.26717 2.34865 -5.89765
O: 6.37990 3.29494 -6.92703
H: 6.11228 2.90476 -4.97307
H: 5.51470 1.58611 -6.09866
H: 7.28269 1.97264 -5.77340
H: 5.48870 3.47243 -7.23663